C32H79BrFGaO7PS | wB97M-V/def2-TZVPD

## Properties
Charge: -1
2S+1: 1
HOMO energy, eV: -4.084
Gap between HOMO and LUMO, hartree: 0.23020

Last column: Löwdin charge in e.
Geometry (Å):
C  1.256  1.442  2.375  -0.152
C  2.524  0.903  3.310  -0.238
C  3.142  -0.474  2.678  -0.220
C  4.729  -0.418  2.278  -0.229
C  5.259  1.027  1.713  -0.229
C  4.435  1.610  0.418  -0.209
C  4.234  0.542  -0.809  -0.209
C  4.165  1.353  -2.260  -0.217
C  3.211  2.685  -2.231  -0.228
C  1.615  2.361  -1.885  -0.197
C  0.872  3.663  -1.155  -0.208
C  -0.363  3.164  -0.200  -0.245
C  -1.849  3.705  -0.659  -0.194
C  -2.551  2.491  -1.552  -0.295
C  -4.020  2.047  -0.956  -0.282
Ga  -3.929  0.303  0.217  0.220
C  -5.688  0.177  1.366  -0.285
C  -5.708  1.299  2.585  -0.219
F  -5.197  2.638  2.107  -0.200
C  -3.801  -1.432  -0.946  -0.271
C  -2.858  -1.233  -2.297  -0.330
C  -1.303  -1.788  -2.076  -0.535
S  -0.380  -1.709  -3.721  0.583
P  -2.169  0.517  1.772  0.411
O  -2.293  1.999  2.690  -0.521
Br  -2.498  -1.147  3.343  0.102
H  0.403  1.769  3.143  0.067
H  1.515  2.400  1.750  0.051
H  0.773  0.576  1.721  0.045
H  2.021  0.598  4.349  0.104
H  3.302  1.737  3.567  0.094
H  3.041  -1.325  3.510  0.108
H  2.436  -0.834  1.789  0.108
H  5.418  -0.848  3.151  0.110
H  4.873  -1.194  1.382  0.104
H  6.398  0.865  1.402  0.111
H  5.296  1.812  2.603  0.101
H  5.089  2.505  -0.021  0.113
H  3.392  2.070  0.682  0.093
H  5.161  -0.209  -0.863  0.119
H  3.257  -0.069  -0.592  0.105
H  3.800  0.588  -3.100  0.112
H  5.251  1.703  -2.602  0.110
H  3.564  3.513  -1.459  0.095
H  3.195  3.226  -3.293  0.112
H  0.977  2.144  -2.858  0.116
H  1.501  1.401  -1.202  0.099
H  0.470  4.427  -1.975  0.109
H  1.630  4.270  -0.474  0.101
H  -0.316  1.978  -0.136  0.074
H  -0.191  3.560  0.911  0.100
H  -1.766  4.699  -1.283  0.101
H  -2.484  3.863  0.329  0.104
H  -2.677  2.920  -2.639  0.093
H  -1.854  1.546  -1.636  0.075
H  -4.488  2.956  -0.342  0.056
H  -4.716  1.790  -1.891  0.055
H  -6.579  0.280  0.611  0.046
H  -5.665  -0.906  1.858  0.052
H  -6.777  1.495  3.020  0.095
H  -5.017  0.946  3.492  0.095
H  -3.467  -2.381  -0.316  0.046
H  -4.903  -1.668  -1.307  0.056
H  -2.843  -0.113  -2.653  0.080
H  -3.279  -1.857  -3.222  0.093
H  -1.279  -2.903  -1.703  0.074
H  -0.729  -1.126  -1.292  0.084
H  -1.164  -2.334  -4.743  -0.143
H  -1.929  1.880  3.636  0.034
C  3.119  -4.582  -4.368  -0.094
C  2.743  -4.279  -2.932  -0.332
O  3.169  -2.970  -2.585  -0.102
H  4.202  -4.500  -4.508  0.074
H  2.801  -5.590  -4.650  0.060
H  2.654  -3.863  -5.050  0.071
H  3.227  -4.987  -2.253  0.094
H  1.661  -4.347  -2.787  0.101
H  2.728  -2.348  -3.189  0.059
C  3.265  -8.173  -2.576  -0.095
C  4.657  -8.464  -3.099  -0.327
O  5.251  -7.270  -3.586  -0.094
H  2.638  -7.747  -3.366  0.071
H  2.791  -9.085  -2.202  0.073
H  3.302  -7.437  -1.767  0.070
H  4.613  -9.184  -3.922  0.111
H  5.293  -8.878  -2.312  0.105
H  5.293  -6.640  -2.845  0.086
C  -3.302  4.394  6.165  -0.091
C  -1.823  4.619  5.925  -0.316
O  -1.376  3.800  4.854  -0.101
H  -3.498  3.343  6.401  0.077
H  -3.661  5.015  6.991  0.067
H  -3.881  4.632  5.267  0.077
H  -1.246  4.359  6.817  0.114
H  -1.620  5.665  5.676  0.086
H  -1.888  4.045  4.064  0.079
C  -2.146  -4.918  1.457  -0.099
C  -0.657  -4.992  1.720  -0.332
O  -0.027  -3.797  1.283  -0.101
H  -2.342  -4.770  0.390  0.068
H  -2.646  -5.834  1.784  0.069
H  -2.591  -4.066  1.984  0.042
H  -0.213  -5.831  1.175  0.107
H  -0.452  -5.127  2.786  0.105
H  -0.421  -3.059  1.779  0.055
C  -1.681  -5.087  -8.198  -0.097
C  -2.057  -4.784  -6.763  -0.316
O  -1.631  -3.475  -6.416  -0.129
H  -0.598  -5.005  -8.338  0.078
H  -1.999  -6.095  -8.480  0.072
H  -2.146  -4.367  -8.880  0.071
H  -1.573  -5.492  -6.083  0.118
H  -3.139  -4.851  -6.617  0.110
H  -2.072  -2.853  -7.020  0.096
C  -1.769  10.008  5.171  -0.099
C  -1.868  8.768  6.035  -0.330
O  -0.714  7.959  5.857  -0.095
H  -1.673  9.734  4.115  0.080
H  -2.653  10.640  5.293  0.072
H  -0.880  10.591  5.431  0.070
H  -2.746  8.176  5.757  0.113
H  -1.951  9.033  7.094  0.107
H  0.059  8.491  6.115  0.090

=====

C32H79MnO17 | wB97M-V/def2-TZVPD

## Properties
Charge: -1
2S+1: 6
HOMO energy (spin up / spin down), eV: -5.047 / -5.086
Gap between HOMO and LUMO (spin up / spin down), hartree: 0.27152 / 0.27279

Last column: Löwdin charge in e.
Geometry (Å):
Mn  29.108  0.702  1.375  1.039
C  28.919  0.423  4.473  -0.097
C  29.839  1.642  4.219  -0.447
O  30.055  1.891  2.863  -0.391
H  28.004  0.802  4.017  0.058
H  28.691  0.293  5.531  0.045
H  29.265  -0.509  4.025  0.048
H  30.760  1.558  4.796  0.075
H  29.340  2.522  4.626  0.074
O  27.915  -1.099  1.403  -0.420
C  26.574  -0.609  1.157  -0.341
C  26.577  0.679  0.194  -0.370
O  27.524  1.751  0.442  -0.416
H  26.084  -0.321  2.087  0.065
H  25.903  -1.368  0.755  0.082
H  25.558  1.056  0.112  0.075
H  26.704  0.300  -0.820  0.074
C  32.405  4.261  3.642  -0.086
O  33.049  5.534  3.871  -0.189
C  32.628  6.503  2.901  -0.233
C  33.556  7.656  3.023  -0.211
O  34.862  7.365  2.578  -0.184
C  35.028  6.967  1.233  -0.108
H  32.763  3.924  2.670  0.087
H  31.316  4.224  3.643  0.066
H  32.743  3.523  4.369  0.082
H  31.634  6.783  3.249  0.121
H  32.419  6.164  1.886  0.122
H  33.635  7.829  4.097  0.130
H  33.191  8.559  2.533  0.123
H  34.607  5.969  1.109  0.081
H  36.079  6.762  1.030  0.083
H  34.664  7.718  0.532  0.088
C  25.354  4.711  0.839  -0.111
O  25.479  4.484  2.208  -0.195
C  25.173  3.211  2.696  -0.182
C  25.462  3.150  4.184  -0.189
O  25.043  4.195  5.054  -0.172
C  24.801  3.854  6.402  -0.105
H  25.562  5.751  0.591  0.088
H  24.378  4.406  0.462  0.080
H  26.073  4.063  0.338  0.077
H  25.763  2.404  2.261  0.111
H  24.108  2.994  2.618  0.127
H  26.491  2.902  4.445  0.106
H  25.038  2.199  4.504  0.088
H  25.721  3.732  6.973  0.074
H  24.310  2.897  6.577  0.075
H  24.225  4.681  6.816  0.087
C  29.537  -5.931  1.373  -0.071
O  29.630  -5.095  2.596  -0.184
C  28.505  -4.277  2.680  -0.247
C  28.613  -3.311  3.842  -0.214
O  28.706  -3.862  5.163  -0.174
C  29.164  -2.779  6.000  -0.100
H  28.517  -6.239  1.142  0.077
H  30.176  -6.814  1.364  0.074
H  29.899  -5.416  0.483  0.079
H  27.697  -4.986  2.858  0.118
H  28.270  -3.726  1.769  0.119
H  27.758  -2.648  3.710  0.122
H  29.525  -2.822  3.499  0.117
H  30.150  -2.404  5.729  0.070
H  29.188  -3.281  6.967  0.088
H  28.459  -1.948  6.042  0.068
C  24.881  8.071  6.130  -0.088
O  25.593  6.893  5.631  -0.191
C  26.971  6.884  6.086  -0.167
C  27.666  5.740  5.272  -0.204
O  27.332  5.833  3.914  -0.160
C  28.078  4.981  3.052  -0.071
H  24.798  8.136  7.215  0.075
H  23.891  7.943  5.692  0.082
H  25.290  9.001  5.735  0.076
H  27.098  6.769  7.163  0.112
H  27.492  7.827  5.921  0.107
H  27.511  4.786  5.777  0.104
H  28.747  5.834  5.372  0.098
H  27.830  5.246  2.024  0.093
H  27.977  3.936  3.343  0.075
H  29.146  5.197  3.095  0.069
C  33.159  0.009  6.402  -0.046
O  34.467  -0.455  5.834  -0.181
C  34.455  -1.315  4.757  -0.231
C  33.653  -2.626  4.908  -0.201
O  33.329  -3.184  3.642  -0.167
C  32.570  -4.361  3.831  -0.107
H  33.037  1.091  6.444  0.074
H  32.945  -0.374  7.400  0.074
H  32.310  -0.471  5.914  0.062
H  35.496  -1.520  4.508  0.123
H  34.169  -0.686  3.914  0.125
H  32.746  -2.528  5.505  0.100
H  34.301  -3.283  5.488  0.120
H  31.593  -4.127  4.253  0.073
H  33.123  -5.065  4.452  0.087
H  32.344  -4.869  2.893  0.083
C  27.980  0.876  9.632  -0.101
O  29.088  1.766  9.535  -0.185
C  29.810  1.784  8.331  -0.191
C  30.598  3.091  8.266  -0.161
O  30.321  3.891  7.081  -0.200
C  31.156  5.060  7.063  -0.111
H  27.244  1.154  8.878  0.082
H  27.516  0.910  10.617  0.079
H  28.208  -0.185  9.742  0.081
H  29.207  1.780  7.423  0.112
H  30.351  0.839  8.275  0.120
H  31.661  2.853  8.272  0.108
H  30.509  3.810  9.080  0.121
H  30.908  5.766  7.855  0.083
H  30.996  5.604  6.132  0.070
H  32.230  4.873  7.081  0.086
C  25.354  -4.144  6.567  -0.091
O  25.460  -2.793  7.008  -0.240
C  24.257  -2.285  7.642  -0.169
C  24.288  -0.727  7.593  -0.200
O  24.015  -0.181  6.324  -0.182
C  24.980  -0.492  5.346  -0.101
H  24.972  -4.769  7.374  0.086
H  26.363  -4.329  6.200  0.078
H  24.722  -4.160  5.679  0.085
H  24.338  -2.531  8.701  0.115
H  23.323  -2.619  7.190  0.126
H  25.219  -0.309  7.978  0.111
H  23.480  -0.411  8.253  0.118
H  26.001  -0.171  5.555  0.082
H  24.667  0.201  4.565  0.076
H  25.017  -1.554  5.106  0.085

=====

Question: Which of these has the lowest 2S+1?
Answer: C32H79BrFGaO7PS